No. 1
48
Properties=species:S:1:pos:R:3:forces:R:3 method="wB97M-V/def2-TZVPD" e_lumo_ev="-7.03 / -10.25" charge=+2 e_tot_ha=-976.12360 spin_multiplicity=5 fmax_ev_per_a=3.81 s2=6.010
C -2.27255 0.97986 2.68827 1.927 1.327 0.190
C -2.22644 -0.48305 2.72015 0.583 -2.575 -0.556
H -1.42651 1.17681 3.34128 -0.298 1.130 0.571
H -3.15963 1.51123 3.00471 -0.108 -0.058 -0.127
H -1.80924 1.37635 1.77102 -0.850 0.284 -0.333
H -1.57700 -0.88418 1.87500 -0.804 -0.006 0.403
H -1.62567 -0.82391 3.55688 -0.236 -0.193 0.378
H -3.15200 -1.04219 2.74441 -0.258 -0.019 -0.252
C -0.60127 2.60195 -1.45779 0.232 0.022 -1.566
C -0.40000 3.47621 -2.54878 -0.047 -0.636 0.415
C -0.21508 2.91809 -3.82990 -0.114 0.386 0.410
C -0.24865 1.53028 -4.01016 -0.005 -0.200 0.106
H -0.73671 2.96308 -0.42335 0.037 -0.354 -0.683
H -0.40058 4.55316 -2.35401 0.073 -0.438 -0.302
H -0.05643 3.58915 -4.68731 -0.092 -0.455 0.445
H -0.13823 1.08030 -4.99665 0.047 0.318 0.218
N -0.63173 1.27602 -1.69646 0.380 0.698 0.175
C -0.45291 0.69567 -2.90866 0.043 2.884 0.089
C -0.56861 -0.72998 -2.93486 -0.396 -2.816 -0.161
N -0.81684 -1.32136 -1.74605 0.050 -0.769 0.530
C -1.05439 -2.63509 -1.54990 0.401 0.060 -1.436
C -0.74215 -2.92742 -3.92751 -0.063 -0.240 0.285
C -1.01146 -3.48906 -2.66639 -0.059 0.384 0.491
H -1.26897 -2.99650 -0.52676 0.195 0.378 -0.721
H -1.19810 -4.55693 -2.50099 0.126 0.491 -0.349
C -0.52925 -1.54869 -4.06612 -0.013 -0.044 0.335
H -0.34356 -1.10263 -5.03354 -0.008 -0.183 -0.050
H -0.71011 -3.58659 -4.80537 0.000 0.420 0.394
Pd -1.13156 -0.03442 -0.15810 0.967 -0.171 -0.110
C -3.20049 0.07170 -0.45043 -3.756 0.346 -0.521
H -3.45729 -0.82435 -1.04296 0.655 -0.285 0.658
H -3.33915 0.89114 -1.17649 0.598 0.272 0.607
H -3.89727 0.18431 0.39520 0.623 -0.041 -0.198
C 2.57788 0.64275 3.81455 -0.564 0.638 0.666
C 2.76642 -0.12316 2.51709 -0.541 0.054 0.325
C 3.91484 0.51172 1.74694 0.264 0.417 -1.158
C 3.13693 -1.56725 2.86879 -0.296 -0.973 -0.419
C 1.55941 -0.04864 1.61766 1.979 -0.375 1.630
C 0.56114 -0.03068 0.86796 -0.392 0.133 0.300
H 3.51958 0.64804 4.39767 -0.461 -0.081 -0.443
H 1.80012 0.18524 4.44566 0.233 0.180 -0.195
H 2.29835 1.68665 3.61118 0.086 -0.243 0.184
H 4.84588 0.50505 2.32847 -0.409 -0.129 0.020
H 4.06732 -0.03448 0.81377 0.240 0.112 0.016
H 3.65702 1.54510 1.50454 0.242 0.003 -0.013
H 2.34777 -2.03843 3.46395 0.108 0.042 -0.134
H 3.27898 -2.13926 1.94798 0.036 -0.136 0.174
H 4.06819 -1.63161 3.45543 -0.351 0.440 -0.289

***

No. 2
95
Properties=species:S:1:pos:R:3:forces:R:3 method="wB97M-V/def2-TZVPD" e_lumo_ev=-4.44 charge=+1 e_tot_ha=-3883.52582 fmax_ev_per_a=8.53
C 5.24006 -4.00428 2.88633 -0.313 -0.050 -0.854
C 5.68509 -3.92895 1.40450 -1.059 0.044 0.279
C 5.02799 -2.71890 0.68251 0.517 -0.816 0.373
C 3.56684 -3.06684 0.43674 0.655 -0.087 -0.168
N 2.82679 -2.01759 -0.32549 -0.241 -0.488 -0.056
C 1.68400 -2.60280 -0.91651 0.539 0.773 1.031
C 0.55692 -2.95598 -0.18118 -0.663 -0.792 -0.464
C 0.44167 -2.69599 1.30202 0.074 1.002 0.601
O 0.74754 -1.33043 1.57004 -0.252 -0.474 -0.069
C -0.36934 -0.49098 1.26578 0.497 1.332 -0.305
C 0.17343 0.89755 0.93347 -0.573 0.123 -0.375
C -0.91055 1.77919 0.25721 0.328 0.020 0.525
C -0.48365 -3.55888 -0.88192 -0.219 0.454 -0.509
C -1.71036 -3.99599 -0.11133 0.404 0.041 -0.539
O -1.68879 -4.98373 0.54504 -0.017 -0.395 0.658
O -2.79454 -3.17497 -0.21797 1.027 -0.581 1.241
P -3.73084 -3.03270 1.13262 -3.471 1.911 -0.352
N -4.73454 -1.90990 0.84786 0.395 -0.096 0.007
O -4.48803 -4.42252 1.44329 1.589 0.024 0.171
O -2.79810 -2.62242 2.37206 0.579 -1.138 -0.599
C -0.41238 -3.78289 -2.26955 0.008 -0.011 -0.475
C -1.52524 -4.46201 -3.04924 -0.024 -0.603 0.189
N -1.87709 -5.75738 -2.44882 -0.370 0.369 0.256
C -3.31090 -5.89436 -2.14907 0.325 -0.119 -0.455
C 0.73248 -3.38828 -2.93669 0.277 -0.121 -0.246
N 0.89348 -3.61008 -4.32257 0.135 0.063 0.508
N 1.76650 -2.79811 -2.24409 -1.035 0.469 -0.180
P 3.28031 -2.26474 -3.05020 1.907 -0.977 0.081
S 4.62397 -3.62999 -2.89658 -0.244 0.111 -0.100
H 5.85622 -4.67910 3.47632 0.119 0.251 0.097
H 4.23027 -4.42652 2.89254 0.041 0.062 0.269
H 5.16842 -2.99765 3.30230 0.287 -0.156 0.328
H 5.24371 -4.81247 0.92843 0.647 -0.168 -0.152
H 6.76615 -3.93769 1.28644 -0.036 0.073 -0.014
H 5.54037 -2.58702 -0.27166 -0.136 0.346 0.035
H 5.16038 -1.85570 1.34045 -0.166 0.238 -0.347
H 3.54680 -3.97041 -0.18112 0.042 0.096 -0.021
H 3.10157 -3.34187 1.38454 -0.243 0.316 -0.043
H 2.52433 -1.26908 0.29522 -0.004 -0.078 0.110
H 1.10497 -3.29945 1.91962 0.089 -0.128 -0.270
H -0.57108 -2.86423 1.67213 0.036 -0.336 -0.238
H -1.05313 -0.38400 2.11295 -0.018 -0.465 -0.008
H -0.92093 -0.83867 0.38196 0.035 -0.281 0.147
H 0.51834 1.37897 1.84959 0.242 -0.102 -0.099
H 1.00441 0.79925 0.22988 0.131 -0.143 0.250
H -1.09757 2.66341 0.86737 -0.219 -0.029 -0.139
H -1.84920 1.23070 0.15295 -0.019 0.147 -0.106
H -0.57300 2.12739 -0.71906 -0.154 -0.076 -0.019
H -5.68323 -2.25943 0.88885 -0.115 0.310 -0.245
H -4.81956 -4.34071 2.34964 -0.334 -0.375 -0.096
H -2.86382 -3.27240 3.08561 0.344 0.066 0.064
H -1.22208 -4.64959 -4.07651 0.180 0.377 0.039
H -2.39799 -3.79657 -3.09389 0.051 -0.018 0.168
H -1.32421 -5.94998 -1.62806 0.013 -0.106 -0.030
H -3.83861 -6.15864 -3.06823 -0.053 0.084 0.066
H -3.72626 -4.95337 -1.77165 -0.218 -0.201 0.143
H -3.46539 -6.71282 -1.44754 0.011 0.144 0.077
H 1.68522 -4.22307 -4.49794 -0.035 0.023 -0.200
H 0.98908 -2.74277 -4.83446 -0.110 -0.118 -0.223
H 2.96076 -2.04898 -4.39862 -0.592 0.321 0.374
H 3.63412 -1.02034 -2.51396 -0.681 0.026 -0.070
C 3.85639 6.88177 0.01864 0.709 0.248 0.530
O 2.94868 5.79422 -0.13902 -1.115 -2.348 0.594
P 3.03206 4.72516 -1.37101 1.505 3.681 -4.892
O 4.36760 4.96969 -1.98266 -0.109 -0.464 0.834
O 1.78839 5.35875 -2.16141 -0.215 -0.832 -0.224
C 1.95004 6.60479 -2.83071 -0.063 0.396 0.186
O 2.65665 3.23560 -2.01142 -0.677 -0.092 3.177
C 3.15095 2.09259 -1.30262 0.275 0.070 -0.017
H 4.25177 6.86118 1.03395 -0.044 -0.038 -0.013
H 4.68753 6.86702 -0.67944 -0.113 -0.280 -0.153
H 3.28791 7.80334 -0.11094 -0.127 -0.130 -0.049
H 2.98214 6.76117 -3.14550 0.022 -0.074 0.055
H 1.63083 7.42104 -2.18051 0.048 0.019 0.004
H 1.30979 6.59150 -3.70968 -0.030 -0.091 0.037
H 2.77431 2.08759 -0.27932 0.046 -0.160 0.018
H 4.24371 2.09477 -1.29575 -0.013 -0.015 0.011
H 2.79707 1.19652 -1.81236 -0.080 0.101 -0.080
C -3.64093 6.87138 3.05082 0.926 0.078 0.528
O -4.65520 5.92608 3.36050 -1.323 -1.590 1.751
P -4.92285 4.51884 2.50983 2.129 3.496 -7.487
O -3.67453 4.52474 1.66364 0.579 -0.192 1.201
O -6.19264 5.20664 1.79123 -0.861 -1.303 0.129
C -5.99445 6.31553 0.92756 0.009 0.467 0.221
O -5.41742 3.02664 1.87663 -1.351 0.023 3.535
C -4.90122 1.88655 2.55464 0.300 -0.338 0.067
H -3.07065 7.08323 3.95634 -0.028 0.013 -0.006
H -2.95484 6.54684 2.27613 -0.154 -0.263 -0.043
H -4.13805 7.79075 2.73600 -0.187 -0.119 0.036
H -5.00855 6.29088 0.46192 0.033 -0.077 0.070
H -6.12287 7.24795 1.47955 0.047 0.025 -0.031
H -6.75499 6.26509 0.15134 -0.051 -0.111 0.071
H -5.22489 1.88079 3.59623 0.014 -0.190 0.011
H -3.80859 1.90207 2.50542 -0.001 -0.091 0.038
H -5.27488 0.98711 2.06968 -0.011 0.090 -0.126

***

No. 3
54
Properties=species:S:1:pos:R:3:forces:R:3 method="wB97M-V/def2-TZVPD" e_lumo_ev=-2.30 charge=0 e_tot_ha=-1393.29927 e_above_lowest_kj_mol=958.7 fmax_ev_per_a=2.12
C -2.89049 -1.22136 3.54628 0.077 0.187 0.461
C -3.67522 -0.20723 2.71044 -0.061 -0.113 -0.354
C -2.68926 0.90782 2.37557 -0.763 0.523 0.076
N -1.36578 0.30900 2.57673 1.698 1.217 0.051
C -0.27030 1.02272 2.41979 -0.895 -0.427 0.171
C 1.05808 0.47260 2.51078 1.179 -0.542 0.031
C 1.37611 -0.80599 1.98268 -0.011 0.252 0.383
C 2.63648 -1.36064 2.18962 -0.030 0.196 -0.047
C 3.61685 -0.64602 2.89396 -0.330 0.239 0.071
C 3.33404 0.64425 3.37126 0.159 -0.301 -0.138
C 2.08315 1.21034 3.15473 -0.600 -0.150 -0.228
C -1.41157 -1.01701 3.20924 -0.117 -1.137 -0.348
H -3.01857 -1.00733 4.60924 -0.161 -0.135 -0.044
H -3.19032 -2.25115 3.35268 -0.049 0.124 0.107
H -4.03439 -0.66790 1.78900 -0.036 0.033 0.061
H -4.52902 0.19958 3.24992 -0.029 -0.142 -0.089
H -2.80637 1.29758 1.35408 0.266 -0.258 0.241
H -2.83144 1.76316 3.05593 0.292 -0.255 -0.092
H -0.40430 2.10977 2.34230 0.003 -0.411 -0.376
H 0.62919 -1.34888 1.40212 0.283 0.168 0.144
H 2.85738 -2.35663 1.79653 -0.052 0.403 0.098
H 4.60265 -1.09158 3.06566 -0.426 0.217 -0.086
H 4.10317 1.20238 3.91012 -0.292 -0.147 -0.244
H 1.84881 2.21755 3.50294 0.198 -0.240 -0.027
H -0.77767 -1.08144 4.11071 -0.071 0.405 -0.515
H -1.06119 -1.80460 2.52500 -0.180 0.429 0.136
C -0.03457 1.29620 -1.36797 0.150 -0.246 0.538
C 1.10818 2.11633 -1.24404 0.020 0.030 0.067
C 2.39364 1.53261 -0.96559 -0.044 0.326 -0.055
C 3.53615 2.29600 -0.95952 0.029 0.442 -0.072
C 3.45824 3.68235 -1.21402 -0.472 -0.407 0.034
N 4.62793 4.48324 -1.19359 1.342 1.016 -0.002
O 4.50903 5.71422 -1.39142 0.297 -1.658 0.288
O 5.73223 3.93712 -0.97690 -1.370 0.700 -0.254
C 2.22169 4.29189 -1.48038 -0.039 -0.337 0.140
C 1.07170 3.53316 -1.48883 0.403 -0.007 0.196
C -1.36877 1.76978 -1.51737 -0.212 0.004 0.013
C -1.85682 2.89737 -0.78004 -0.285 -0.154 -0.515
C -3.12656 3.38845 -0.99934 -0.168 -0.015 -0.271
C -3.95402 2.78435 -1.96295 0.900 -0.390 0.247
N -5.24020 3.32130 -2.22003 -1.928 0.747 -0.482
O -5.94176 2.78508 -3.10688 0.949 0.796 1.306
O -5.62714 4.30936 -1.55658 0.544 -1.400 -0.910
C -3.51936 1.64539 -2.66922 -0.299 0.222 0.296
C -2.27128 1.12399 -2.42133 0.034 0.184 0.286
H 0.12906 0.22276 -1.47929 0.022 0.212 -0.211
H 2.46133 0.46266 -0.75883 -0.072 0.244 -0.135
H 4.52082 1.87782 -0.77106 -0.221 -0.032 0.013
H 2.20408 5.35856 -1.68044 -0.050 -0.202 0.006
H 0.12980 4.02624 -1.71494 0.221 -0.192 -0.039
H -1.21253 3.39031 -0.05272 -0.098 -0.168 -0.171
H -3.50871 4.25481 -0.46554 0.098 -0.184 -0.060
H -4.20049 1.21267 -3.39740 0.221 0.025 0.132
H -1.93522 0.24291 -2.97263 -0.023 0.309 0.171